(1)
C3H5N3O3 | ωB97M-V with the def2-TZVPD basis set

Summary:
- structure (SMILES) = [H]/N=[N+](\[O-])OC1=NCCO1
- total energy (eV) = -13797.846
- energy relative to the best compared isomer or geometry (same formula, charge and spin) (kJ/mol) = 751.8
- HOMO energy (eV) = -9.79
- frontier orbital gap (eV) = 10.10

Cartesian coordinates (Å):
H1 -3.092 1.074 -1.566
N1 -2.222 0.677 -1.090
N2 -2.682 0.259 -0.092
O1 -3.760 0.312 0.360
O2 -1.724 -0.386 0.716
C1 -0.350 -0.211 0.028
N3 0.406 -1.231 -0.437
C2 1.876 -0.912 -0.123
C3 1.835 0.477 0.627
O3 0.487 0.941 0.311
H2 2.431 -0.715 -1.098
H3 2.267 -1.702 0.479
H4 1.867 0.422 1.690
H5 2.662 0.994 0.197

Atomic partial charges in e from the Mulliken method, atoms 1 to 4: number 1, H, carries 0.29; number 2, N, carries -0.69; number 3, N, carries 1.15; number 4, O, carries -0.68


(2)
C32H31Br2F3GaNO15PS | ωB97M-V with the def2-TZVPD basis set

Summary:
- total energy (eV) = -286619.261
- HOMO energy (eV) = -4.65
- frontier orbital gap (eV) = 4.25
- charge = -1

Cartesian coordinates (Å):
C1 -0.087 2.929 2.976
C2 0.569 2.007 1.817
C3 1.710 1.083 2.537
Ga1 2.543 -0.057 1.035
C4 2.230 0.711 -0.872
C5 3.670 0.761 -1.636
C6 3.537 1.940 -2.742
F1 2.229 1.813 -3.341
Br1 3.719 3.668 -1.724
C7 4.725 1.845 -3.824
F2 4.823 0.567 -4.456
F3 4.478 2.895 -4.793
Br2 6.460 2.287 -2.960
O1 4.441 -0.125 1.411
N1 4.773 -1.369 1.819
O2 5.796 -1.656 1.230
P1 1.665 -2.272 0.947
S1 2.074 -2.965 -0.872
O3 -0.438 1.072 1.353
C8 -1.246 1.623 0.290
C9 -2.351 0.484 -0.050
C10 -1.788 -0.744 -0.855
C11 -2.741 -1.914 -1.197
C12 -4.229 -1.833 -0.708
C13 -4.791 -0.600 0.069
C14 -3.838 0.582 0.418
H1 0.543 2.808 3.938
H2 -1.132 2.476 3.189
H3 -0.264 4.017 2.672
H4 1.022 2.662 0.983
H5 1.126 0.356 3.226
H6 2.455 1.708 3.140
H7 1.725 1.734 -0.875
H8 1.546 0.005 -1.478
H9 4.460 1.093 -0.884
H10 3.942 -0.248 -2.111
H11 2.315 -3.151 1.883
H12 0.251 -2.314 1.178
H13 -0.606 1.733 -0.661
H14 -1.762 2.596 0.591
H15 -0.706 -0.823 -1.204
H16 -2.306 -2.806 -1.761
H17 -4.874 -2.741 -0.962
H18 -5.879 -0.553 0.411
H19 -4.143 1.518 0.996
C15 -1.434 -0.139 -6.352
C16 -1.513 -0.367 -7.664
C17 -0.293 -0.419 -8.520
O4 -0.403 -0.648 -9.714
C18 1.004 -0.183 -7.880
C19 1.083 0.049 -6.567
C20 -0.132 0.072 -5.709
O5 -0.017 0.267 -4.515
O6 2.275 0.275 -5.959
O7 -2.715 -0.564 -8.278
H20 -2.311 -0.102 -5.720
H21 1.880 -0.204 -8.514
H22 2.063 0.416 -5.013
H23 -2.504 -0.708 -9.221
C21 -6.770 -5.469 -0.015
C22 -7.179 -6.648 0.457
C23 -7.712 -6.788 1.843
O8 -8.095 -7.877 2.234
C24 -7.750 -5.590 2.688
C25 -7.338 -4.412 2.217
C26 -6.831 -4.267 0.823
O9 -6.480 -3.171 0.420
O10 -7.365 -3.292 2.991
O11 -7.127 -7.774 -0.308
H24 -6.384 -5.354 -1.019
H25 -8.123 -5.708 3.697
H26 -7.019 -2.575 2.424
H27 -7.478 -8.489 0.258
C27 5.103 4.452 7.287
C28 3.898 4.035 6.894
C29 3.644 3.602 5.490
O12 2.536 3.210 5.172
C30 4.757 3.674 4.537
C31 5.962 4.094 4.929
C32 6.222 4.500 6.339
O13 7.340 4.862 6.667
O14 7.003 4.168 4.055
O15 2.849 3.986 7.762
H28 5.301 4.766 8.303
H29 4.555 3.374 3.517
H30 7.759 4.497 4.580
H31 2.095 3.651 7.238

Atomic partial charges in e from the Mulliken method, atoms 1 to 4: number 1, C, carries -0.98; number 2, C, carries 0.60; number 3, C, carries -0.66; number 4, Ga, carries -0.11


(3)
C25H33HgN2P2 | ωB97M-V with the def2-TZVPD basis set

Summary:
- total energy (eV) = -52191.975
- energy relative to the best compared isomer or geometry (same formula, charge and spin) (kJ/mol) = 24.7
- HOMO energy (spin up / spin down) (eV) = -7.10 / -7.16
- frontier orbital gap (spin up / spin down) (eV) = 7.63 / 5.32
- multiplicity = 2

Cartesian coordinates (Å):
Hg1 -0.135 -1.099 0.481
C1 2.843 1.817 -2.089
C2 1.945 0.668 -2.536
C3 0.625 1.107 -3.112
C4 0.488 2.249 -3.884
C5 -0.753 2.643 -4.360
C6 -1.881 1.926 -4.010
C7 -1.787 0.769 -3.252
C8 -3.039 0.068 -2.798
C9 -3.800 -0.622 -3.930
C10 -0.516 0.321 -2.864
N1 -0.354 -0.875 -2.186
C11 -0.639 -2.020 -2.707
C12 -0.568 -3.246 -2.020
C13 -0.856 -4.524 -2.540
C14 -0.679 -5.419 -1.502
C15 -0.295 -4.662 -0.390
N2 -0.220 -3.373 -0.706
H1 3.604 1.445 -1.409
H2 2.262 2.564 -1.554
H3 3.340 2.291 -2.930
H4 1.731 0.031 -1.671
H5 2.468 0.043 -3.266
H6 1.356 2.846 -4.123
H7 -0.852 3.523 -4.982
H8 -2.856 2.271 -4.324
H9 -3.697 0.819 -2.350
H10 -2.794 -0.659 -2.020
H11 -4.026 0.083 -4.728
H12 -4.739 -1.021 -3.552
H13 -3.224 -1.445 -4.348
H14 -0.936 -2.079 -3.759
H15 -1.136 -4.737 -3.556
H16 -0.830 -6.482 -1.516
H17 -0.074 -5.005 0.607
C16 3.058 -0.999 4.082
P1 1.602 -1.081 2.943
C17 0.915 -2.703 3.497
C18 0.514 0.099 3.816
C19 0.035 -0.150 5.097
C20 -0.757 0.784 5.738
C21 -1.092 1.962 5.091
C22 -0.636 2.211 3.809
C23 0.182 1.290 3.166
P2 0.922 1.577 1.516
C24 2.013 3.004 1.974
C25 -0.406 2.537 0.670
H18 2.766 -1.079 5.129
H19 3.580 -0.056 3.925
H20 3.719 -1.822 3.814
H21 1.025 -2.873 4.566
H22 1.453 -3.485 2.962
H23 -0.137 -2.765 3.213
H24 0.294 -1.067 5.606
H25 -1.110 0.596 6.742
H26 -1.711 2.689 5.598
H27 -0.923 3.129 3.314
H28 1.462 3.753 2.544
H29 2.401 3.448 1.057
H30 2.851 2.639 2.566
H31 -0.543 3.518 1.121
H32 -1.336 1.968 0.699
H33 -0.116 2.660 -0.372

Atomic partial charges in e from the Mulliken method, atoms 1 to 4: number 1, Hg, carries 0.70; number 2, C, carries -1.53; number 3, C, carries 0.03; number 4, C, carries 0.66


(4)
H5N3 | ωB97M-V with the def2-TZVPD basis set

Summary:
- structure (SMILES) = NNN
- total energy (eV) = -4549.166
- energy relative to the best compared isomer or geometry (same formula, charge and spin) (kJ/mol) = 33.4
- HOMO energy (eV) = -8.52
- frontier orbital gap (eV) = 9.77

Cartesian coordinates (Å):
N1 1.077 0.259 -0.419
N2 0.172 -0.723 -0.051
N3 -1.015 -0.246 0.564
H1 0.681 0.805 -1.239
H2 1.458 0.917 0.274
H3 0.011 -1.351 -0.888
H4 -0.997 -0.234 1.605
H5 -1.388 0.572 0.154

Atomic partial charges in e from the Mulliken method, atoms 1 to 4: number 1, N, carries -0.48; number 2, N, carries -0.25; number 3, N, carries -0.44; number 4, H, carries 0.21